[1]
C2H8N2S2 | the ωB97M-V functional and the def2-TZVPD basis

Last column: natural (NBO) charge in e.
Element x y z (Å)
1 S -3.18269 3.68523 -2.64636  -0.15
2 S -3.01833 2.03923 -3.76233  0.03
3 N 1.52617 -2.37066 4.00705  -0.86
4 N 2.87011 -2.59333 2.19980  -0.70
5 C -1.11119 1.81191 -3.64197  -0.67
6 C 2.04112 -1.83348 2.90220  0.27
7 H 2.74731 -3.54109 2.67571  0.29
8 H -0.46561 2.35824 -4.22270  0.21
9 H -0.99124 0.76628 -3.90382  0.23
10 H -4.50190 3.67531 -2.62044  0.14
11 H -0.86547 2.04419 -2.61429  0.22
12 H 2.32582 -3.05323 4.20888  0.39
13 H 0.77453 -2.23989 4.72775  0.43
14 H 1.85136 -0.74872 2.69053  0.18

Atoms 1-3, force components in eV/Å:
0.54 1.74 1.05
1.96 -1.62 -1.41
0.76 -2.60 3.48

SMILES: [H]/N=C\N.CSS
Gap between HOMO and LUMO: 8.677 eV
2S+1: 1
Highest occupied orbital energy: -8.0 eV



[2]
C2H3CrLiO | the ωB97M-V functional and the def2-TZVPD basis

Last column: natural (NBO) charge in e.
Element x y z (Å)
1 Cr 1.11259 0.62126 -1.30515  1.42
2 O -0.48775 0.90823 0.08817  -0.75
3 C 1.02292 -1.20207 0.02610  -0.64
4 C -0.87052 -0.13592 -0.60369  0.26
5 Li 0.16548 0.45939 1.56463  0.98
6 H -1.96178 -0.17252 -0.79379  0.26
7 H 1.37425 -1.55769 1.01142  0.24
8 H 1.29057 -2.12812 -0.51112  0.24

Atoms 1-3, force components in eV/Å:
-0.22 -1.74 1.30
-1.78 -1.59 -3.68
1.10 0.71 -2.51

Charge: +2
⟨S²⟩: 6.2720
Gap between HOMO and LUMO (spin up / spin down): 7.724 / 8.002 eV
2S+1: 5
Highest occupied orbital energy (spin up / spin down): -19.2 / -19.8 eV



Values for energy relative to the best compared isomer or geometry (same formula, charge and spin), eV, ordered as above
2.170, 0.159
Values for largest force on an atom, eV/Å, ordered as above
4.41, 4.39